1.
Here is a molecular structure, C30H79O11Tl at a distorted geometry from the OMol25 dataset. Energies are from the ωB97M-V functional and the def2-TZVPD basis.

Geometry as XYZ:
```
121
C30H79O11Tl, DFT the ωB97M-V functional and the def2-TZVPD basis
Tl 0.163 0.027 -0.122
C -2.721 -3.477 1.956
C -1.607 -3.167 1.025
O -0.682 -2.270 1.578
H -3.141 -2.607 2.460
H -2.277 -4.038 2.779
H -3.371 -4.103 1.345
H -1.979 -2.732 0.097
H -1.109 -4.061 0.651
C 4.149 3.428 -0.440
C 3.131 3.234 0.523
O 2.092 2.314 0.270
H 3.722 3.425 -1.443
H 4.922 2.669 -0.567
H 4.661 4.373 -0.256
H 2.771 4.205 0.863
H 3.646 2.857 1.406
C -0.868 1.574 -5.247
C 0.298 0.969 -4.517
O -0.019 0.631 -3.235
H -0.365 1.827 -6.181
H -1.399 2.430 -4.831
H -1.647 0.895 -5.594
H 0.982 1.810 -4.404
H 0.818 0.166 -5.040
C -4.018 0.329 3.338
C -4.001 0.382 1.811
C -4.442 1.717 1.252
O -2.630 0.160 1.397
H -3.227 0.785 3.933
H -4.065 -0.742 3.534
H -4.948 0.777 3.690
H -4.663 -0.389 1.418
H -5.467 1.954 1.538
H -4.312 1.627 0.173
H -3.937 2.604 1.634
H -2.370 -0.630 1.877
C -4.726 0.680 -2.634
C -3.744 -0.233 -1.909
C -3.512 -1.498 -2.776
O -2.560 0.479 -1.729
H -4.294 1.204 -3.486
H -4.926 1.447 -1.886
H -5.640 0.198 -2.980
H -4.118 -0.391 -0.898
H -2.453 -1.715 -2.914
H -3.716 -1.334 -3.834
H -4.147 -2.267 -2.336
H -2.227 0.486 -2.629
C -0.359 3.435 2.318
C 0.262 2.365 3.214
C -0.329 2.455 4.612
O -0.188 1.176 2.610
H -0.189 3.277 1.253
H 0.198 4.325 2.610
H -1.403 3.726 2.433
H 1.352 2.367 3.234
H -1.279 1.937 4.750
H -0.747 3.425 4.879
H 0.283 2.187 5.473
H -0.094 0.497 3.283
C -0.025 -4.553 -2.531
C 0.212 -3.188 -3.327
C -0.911 -3.089 -4.387
O 0.327 -2.054 -2.486
H 0.832 -4.875 -1.939
H -0.254 -5.352 -3.235
H -0.879 -4.534 -1.853
H 1.083 -3.361 -3.959
H -1.075 -2.016 -4.489
H -1.830 -3.511 -3.981
H -0.774 -3.605 -5.338
H 0.380 -1.335 -3.120
C -2.215 4.174 -0.702
C -1.222 3.831 -1.803
C -0.057 4.740 -1.828
O -0.538 2.659 -1.456
H -1.587 4.469 0.139
H -2.742 3.296 -0.328
H -2.821 5.037 -0.977
H -1.749 3.816 -2.757
H -0.441 5.724 -2.099
H 0.593 4.336 -2.604
H 0.501 4.896 -0.905
H -0.245 2.278 -2.287
C 3.660 -2.008 -3.175
C 4.004 -0.585 -2.662
C 4.322 0.395 -3.758
O 2.935 -0.099 -1.826
H 3.028 -1.861 -4.050
H 3.207 -2.661 -2.429
H 4.585 -2.499 -3.476
H 4.831 -0.447 -1.965
H 3.534 1.107 -4.004
H 4.766 -0.090 -4.627
H 5.199 0.988 -3.497
H 2.951 0.861 -1.857
C 0.562 -2.650 5.365
C 0.874 -1.202 5.116
C 2.206 -0.716 5.738
O 0.993 -0.986 3.810
H -0.487 -2.886 5.183
H 0.760 -2.889 6.410
H 1.016 -3.375 4.690
H 0.071 -0.646 5.599
H 2.513 -1.136 6.696
H 2.082 0.365 5.799
H 3.091 -0.847 5.115
H 0.405 -1.471 3.227
C 4.033 -1.289 2.268
C 3.403 -2.394 1.394
C 3.343 -3.773 2.128
O 2.129 -1.913 1.003
H 3.198 -0.847 2.813
H 4.465 -0.383 1.842
H 4.650 -1.671 3.081
H 3.976 -2.554 0.481
H 2.461 -3.868 2.761
H 4.121 -3.990 2.860
H 3.499 -4.517 1.347
H 1.509 -2.430 1.522
```

## Properties
E   -2190.0808 Eh
HOMO-LUMO gap   3.1 eV



2.
Here is a molecular structure, C30H80HgN6O8 at a distorted geometry from the OMol25 dataset. Energies are from the ωB97M-V functional and the def2-TZVPD basis.

Geometry as XYZ:
```
125
C30H80HgN6O8, DFT the ωB97M-V functional and the def2-TZVPD basis
Hg 29.759 -12.408 2.590
C 33.571 -11.971 3.754
C 32.367 -11.002 3.882
C 32.884 -9.576 4.257
O 31.448 -11.067 2.857
H 34.491 -11.478 4.083
H 33.726 -12.276 2.716
H 33.499 -12.867 4.375
H 31.855 -11.319 4.827
H 33.257 -9.683 5.272
H 32.043 -8.884 4.160
H 33.640 -9.251 3.538
C 31.738 -15.870 1.846
C 31.718 -14.539 1.095
C 32.006 -14.763 -0.381
O 30.515 -13.889 1.241
H 31.205 -16.625 1.264
H 31.296 -15.737 2.831
H 32.764 -16.216 2.000
H 32.512 -13.887 1.513
H 32.395 -13.849 -0.845
H 31.134 -15.006 -0.991
H 32.783 -15.514 -0.572
C 35.601 -11.037 7.046
C 36.767 -10.490 6.215
C 37.497 -11.630 5.538
O 37.993 -11.259 4.289
C 38.831 -12.248 3.741
N 36.218 -9.503 5.261
H 35.962 -11.835 7.704
H 34.852 -11.476 6.387
H 35.199 -10.240 7.666
H 37.396 -9.887 6.875
H 36.847 -12.524 5.446
H 38.314 -12.029 6.170
H 39.611 -12.551 4.450
H 39.274 -11.857 2.829
H 38.267 -13.154 3.467
H 36.910 -9.277 4.549
H 35.473 -9.907 4.700
C 27.715 -8.358 1.837
C 28.471 -9.555 2.393
C 28.262 -9.720 3.875
O 28.682 -10.991 4.269
C 28.881 -11.125 5.671
N 28.161 -10.821 1.718
H 27.743 -7.495 2.509
H 26.645 -8.602 1.758
H 28.022 -8.057 0.837
H 29.550 -9.428 2.255
H 27.201 -9.569 4.152
H 28.823 -8.924 4.374
H 29.386 -12.080 5.824
H 27.948 -11.078 6.241
H 29.583 -10.365 6.040
H 27.175 -10.975 1.521
H 28.557 -10.741 0.777
C 35.394 -15.166 7.104
C 34.376 -15.894 6.212
C 35.119 -16.585 5.072
O 35.980 -15.706 4.407
C 35.348 -15.090 3.299
N 33.617 -16.918 6.988
H 34.995 -14.928 8.088
H 35.859 -14.329 6.588
H 36.217 -15.876 7.278
H 33.651 -15.150 5.870
H 34.429 -17.131 4.419
H 35.736 -17.346 5.566
H 35.997 -14.291 2.953
H 34.343 -14.729 3.531
H 35.228 -15.825 2.491
H 34.265 -17.437 7.574
H 32.982 -16.443 7.619
C 26.562 -15.367 4.340
C 27.690 -14.360 4.171
C 29.017 -14.982 4.534
O 29.942 -13.950 4.772
C 31.096 -14.397 5.454
N 27.720 -13.813 2.784
H 26.411 -15.935 3.404
H 25.599 -14.865 4.464
H 26.692 -16.183 5.051
H 27.555 -13.532 4.870
H 29.376 -15.658 3.747
H 28.835 -15.537 5.463
H 31.773 -13.548 5.515
H 31.569 -15.177 4.848
H 30.908 -14.783 6.461
H 26.754 -13.671 2.502
H 28.093 -14.558 2.189
C 34.277 -10.006 -1.577
C 33.888 -10.192 -0.141
C 33.459 -8.879 0.479
O 34.476 -7.915 0.324
C 34.292 -6.818 1.196
N 32.698 -11.080 -0.105
H 34.430 -10.978 -2.053
H 35.179 -9.410 -1.708
H 33.441 -9.528 -2.093
H 34.719 -10.627 0.428
H 33.291 -9.061 1.547
H 32.519 -8.539 0.024
H 33.314 -6.362 0.995
H 35.034 -6.081 0.889
H 34.419 -7.113 2.238
H 33.067 -12.030 -0.123
H 32.323 -11.063 0.856
C 32.120 -5.259 4.837
C 31.830 -5.780 6.244
C 30.464 -6.459 6.255
O 29.522 -5.398 6.315
C 28.194 -5.788 6.143
N 32.853 -6.830 6.600
H 32.512 -6.036 4.177
H 32.925 -4.516 4.889
H 31.264 -4.809 4.327
H 31.875 -5.050 7.045
H 30.303 -7.085 7.140
H 30.355 -7.052 5.335
H 27.547 -4.911 6.138
H 27.847 -6.444 6.961
H 28.020 -6.311 5.195
H 33.770 -6.412 6.465
H 32.837 -7.605 5.939
```

## Properties
E   -2274.6995 Eh
HOMO-LUMO gap   7.8 eV
ΔE to the lowest compared entry with this formula, charge and spin   0.00 kJ/mol



3.
Here is a molecular structure, C30H80Mn2N4O26S6 at a distorted geometry from the OMol25 dataset. Energies are from the ωB97M-V functional and the def2-TZVPD basis.

Geometry as XYZ:
```
148
C30H80Mn2N4O26S6, DFT the ωB97M-V functional and the def2-TZVPD basis
Mn 15.562 5.209 -1.252
Mn 17.932 7.948 -1.299
N 16.434 6.642 -3.965
O 15.630 5.919 -3.382
O 16.163 7.005 -5.124
O 17.339 7.122 -3.322
N 14.658 8.378 -1.002
O 14.422 7.175 -0.966
O 13.823 9.179 -0.788
O 15.842 8.650 -1.122
O 17.239 6.164 -0.666
H 17.556 5.489 -0.035
O 16.215 3.407 -1.681
H 16.821 2.675 -1.454
C 16.581 12.968 0.649
C 17.041 13.904 -0.508
N 16.062 14.800 -1.188
C 16.723 15.941 -1.899
C 17.543 16.892 -0.972
C 14.991 14.102 -1.969
C 13.890 15.069 -2.289
H 15.785 12.303 0.314
H 16.213 13.518 1.515
H 17.378 12.317 1.009
H 17.915 14.483 -0.210
H 17.318 13.263 -1.345
H 17.255 15.597 -2.785
H 15.882 16.468 -2.351
H 17.906 17.700 -1.607
H 17.069 17.237 -0.053
H 18.539 16.508 -0.750
H 14.546 13.200 -1.549
H 15.432 13.788 -2.915
H 13.646 15.717 -1.447
H 13.019 14.493 -2.603
H 14.170 15.694 -3.136
C 20.505 10.330 -1.130
C 20.724 9.063 -1.872
N 20.110 7.884 -1.242
C 20.776 7.643 0.057
C 20.377 6.373 0.861
C 20.312 6.770 -2.168
C 21.709 6.298 -2.491
H 19.524 10.468 -0.676
H 20.815 11.095 -1.841
H 21.179 10.502 -0.291
H 20.354 9.298 -2.870
H 21.798 8.957 -2.028
H 21.861 7.632 -0.045
H 20.591 8.449 0.766
H 19.439 6.387 1.416
H 20.420 5.444 0.292
H 21.199 6.113 1.529
H 19.813 6.801 -3.137
H 19.781 5.882 -1.825
H 21.720 5.398 -3.106
H 22.111 5.990 -1.525
H 22.356 7.013 -2.998
O 20.821 1.020 0.276
S 20.884 2.451 -0.070
O 21.297 3.395 0.964
O 21.829 2.637 -1.421
C 21.934 1.518 -2.271
C 22.600 1.908 -3.613
C 19.181 2.919 -0.725
H 21.001 0.962 -2.357
H 22.516 0.760 -1.746
H 23.688 1.885 -3.555
H 22.261 2.862 -4.017
H 22.345 1.249 -4.444
H 18.564 2.888 0.172
H 18.934 2.039 -1.319
H 19.138 3.875 -1.247
O 17.904 8.535 0.688
S 17.522 8.759 2.094
O 17.871 7.768 3.145
O 18.024 10.264 2.555
C 18.056 10.654 3.897
C 18.897 11.941 4.129
C 15.756 9.092 2.203
H 18.513 9.829 4.442
H 17.082 10.881 4.331
H 18.448 12.741 3.540
H 19.892 11.795 3.709
H 18.935 12.181 5.191
H 15.525 9.831 1.436
H 15.533 9.399 3.225
H 15.219 8.178 1.951
O 18.739 0.930 -4.080
S 18.965 2.022 -5.030
O 20.230 2.165 -5.720
O 17.751 2.113 -6.160
C 16.557 1.446 -5.860
C 15.644 1.393 -7.097
C 18.557 3.608 -4.165
H 16.201 2.099 -5.062
H 16.783 0.435 -5.521
H 14.749 0.813 -6.869
H 16.173 0.934 -7.932
H 15.176 2.341 -7.363
H 18.382 4.318 -4.973
H 19.388 3.904 -3.525
H 17.636 3.461 -3.601
O 17.894 9.703 -2.395
S 17.575 10.420 -3.623
O 16.165 10.616 -4.020
O 18.301 11.915 -3.391
C 18.158 12.902 -4.392
C 19.526 13.009 -5.157
C 18.552 9.752 -5.113
H 17.952 13.824 -3.849
H 17.382 12.634 -5.109
H 19.630 12.141 -5.807
H 20.366 13.062 -4.464
H 19.455 13.899 -5.782
H 18.419 8.671 -5.141
H 19.589 9.967 -4.853
H 18.256 10.149 -6.084
O 14.129 3.961 2.919
S 15.074 3.684 1.812
O 15.200 4.688 0.733
O 16.624 3.393 2.475
C 17.145 4.429 3.325
C 16.998 3.962 4.744
C 14.672 1.997 1.167
H 16.711 5.410 3.131
H 18.208 4.403 3.087
H 17.529 3.031 4.941
H 15.937 3.819 4.944
H 17.533 4.618 5.432
H 15.550 1.625 0.639
H 13.761 2.096 0.577
H 14.465 1.366 2.031
O 11.907 7.088 -5.339
S 11.915 8.474 -4.934
O 11.550 9.600 -5.818
O 10.907 8.584 -3.632
C 10.945 7.501 -2.755
C 9.616 7.446 -2.036
C 13.533 8.842 -4.113
H 11.694 7.733 -1.998
H 11.208 6.529 -3.173
H 8.746 7.277 -2.670
H 9.316 8.350 -1.506
H 9.581 6.784 -1.171
H 13.417 9.809 -3.623
H 14.229 8.977 -4.942
H 13.850 7.975 -3.534
```

## Properties
E   -8057.1043 Eh
HOMO-LUMO gap (spin up / spin down)   8.1 / 8.2 eV
<S²>   30.0063
Spin multiplicity   11